1.
C2H3Br3Si as an isolated structure at a distorted geometry. Source: the Open Molecules 2025 dataset; level of theory: ωB97M-V/def2-TZVPD.

**HOMO-LUMO gap**: 7.876 eV
**Calculated total energy**: -220124.172 eV
**LUMO**: -1.85 eV

Geometry (Å):
C 0.249 0.151 0.640
C -1.045 0.533 0.647
Si 1.061 -0.373 -1.068
Br -2.724 1.154 -0.891
Br -2.049 0.758 2.158
Br 0.918 -0.564 2.355
H 0.487 -1.559 -1.673
H 2.288 -0.931 -0.426
H 0.815 0.830 -1.743



2.
A 2-piece molecular cluster, C2H3BrClNO overall at a distorted geometry. Source: the Open Molecules 2025 dataset; level of theory: ωB97M-V/def2-TZVPD.

**HOMO-LUMO gap**: 8.230 eV
**Calculated total energy**: -88220.712 eV
**LUMO**: 0.59 eV

Geometry (Å):
C -0.609 -0.620 -1.640
C 0.503 0.919 1.118
N 0.282 -0.898 -2.341
O -1.395 -0.416 -0.783
Cl 2.044 0.210 1.194
Br -0.867 0.039 2.418
H 0.567 1.826 1.677
H -1.590 -0.175 1.335
H 1.064 -0.884 -2.980



3.
A 2-piece molecular cluster, C2H3BrClNO2S overall at a distorted geometry. Source: the Open Molecules 2025 dataset; level of theory: ωB97M-V/def2-TZVPD.

**HOMO-LUMO gap (alpha / beta)**: 4.796 / 4.809 eV
**Calculated total energy**: -101101.211 eV
**LUMO (alpha / beta)**: -3.55 / -3.55 eV

Geometry (Å):
C -1.273 -0.590 -0.823
C -0.513 0.449 -0.112
N 0.006 0.235 1.146
O -0.236 -0.837 1.690
O 0.697 1.132 1.642
S 2.738 -0.654 -0.497
Cl 3.119 0.746 0.813
Br -0.169 2.109 -0.837
H -2.110 -0.158 -1.370
H -1.623 -1.328 -0.103
H -0.635 -1.104 -1.549



4.
One molecule with the formula C2H3BrF2 at a distorted geometry. Source: the Open Molecules 2025 dataset; level of theory: ωB97M-V/def2-TZVPD.

**HOMO-LUMO gap**: 11.971 eV
**Calculated total energy**: -77599.226 eV
**LUMO**: 0.60 eV
**SMILES**: CC(F)(F)Br

Geometry (Å):
C -0.073 0.147 -0.162
C -1.376 0.740 -0.593
F -1.809 0.217 -1.754
F -0.823 2.157 -1.202
Br -2.859 1.203 0.471
H -0.053 -0.941 -0.235
H 0.709 0.546 -0.878
H 0.124 0.605 0.784



5.
A 2-piece molecular cluster, C2H3BrFI overall at a distorted geometry. Source: the Open Molecules 2025 dataset; level of theory: ωB97M-V/def2-TZVPD.

**2S+1**: 3
**HOMO-LUMO gap (alpha / beta)**: 5.217 / 6.623 eV
**<S²>**: 2.013
**Calculated total energy**: -82977.383 eV
**LUMO (alpha / beta)**: 0.56 / -3.18 eV

Geometry (Å):
C 0.675 0.045 0.340
C 1.203 -0.914 -0.386
F 2.016 -0.726 -1.379
Br -3.099 0.993 -0.270
I 1.009 2.025 -0.054
H -2.809 0.487 0.966
H -0.067 0.012 1.084
H 1.073 -1.922 -0.302



6.
C2H3BrFNO2 as an isolated structure at a distorted geometry. Source: the Open Molecules 2025 dataset; level of theory: ωB97M-V/def2-TZVPD.

**HOMO-LUMO gap**: 10.542 eV
**Calculated total energy**: -80463.802 eV
**LUMO**: 0.32 eV

Geometry (Å):
C -0.850 -0.118 0.769
C -0.330 0.367 -0.534
N 1.410 -0.291 -0.421
O 1.956 -0.105 0.624
O 1.673 -0.939 -1.406
F -0.864 -0.191 -1.600
Br -0.205 2.230 -0.751
H -0.006 -0.059 1.388
H -1.760 0.385 1.195
H -1.024 -1.278 0.737



Taking the records one at a time from the top gives energy above the lowest of the compared OMol25 structures with the same formula, charge and spin values of 6.3934; 4.3732; 3.0219; 0.9410; 0.7759; 0.5550 eV.